Molecular formula: C25H33Cl36NO7P2
Method: DFT, the ωB97M-V functional and the def2-TZVPD basis

Cartesian coordinates (Å):
C (1.9506, 4.3471, 1.3582)
C (2.2166, 3.0375, 0.6125)
C (2.9718, 2.0053, 1.4530)
C (3.0102, 0.6101, 0.8228)
C (1.8750, -0.3450, 1.2334)
C (0.5232, 0.2772, 1.5808)
C (-0.4836, -0.7885, 2.0736)
C (-1.7547, -0.9076, 1.2153)
C (-2.9840, -0.1685, 1.7738)
C (-4.1651, -1.1048, 2.0429)
C (-4.8456, -1.6930, 0.7941)
C (-4.9711, -0.7783, -0.4256)
C (-6.1127, 0.2602, -0.3660)
P (-6.6424, 0.5671, -2.1374)
N (-7.3559, 1.9148, -2.3501)
O (-7.5280, -0.7110, -2.5458)
O (-5.3208, 0.3548, -3.0062)
C (-7.2873, -0.0361, 0.5645)
C (-7.9479, 1.3483, 0.5882)
P (-9.1043, 1.6439, 1.9499)
O (-9.5476, 0.4264, 2.6247)
O (-8.4244, 2.7047, 2.9324)
O (-10.2572, 2.4557, 1.1812)
O (-6.8671, 2.2819, 0.5712)
C (-5.7478, 1.6762, 0.0739)
O (-4.6911, 2.2168, 0.0305)
H (1.7332, 4.1476, 2.4110)
H (1.0959, 4.8820, 0.9459)
H (2.8225, 5.0021, 1.3360)
H (1.2975, 2.6199, 0.2001)
H (2.8569, 3.2619, -0.2467)
H (4.0049, 2.3576, 1.5283)
H (2.5833, 1.9719, 2.4750)
H (3.0675, 0.7003, -0.2657)
H (3.9435, 0.1390, 1.1378)
H (2.2131, -0.9038, 2.1131)
H (1.7023, -1.0937, 0.4548)
H (0.6361, 1.0366, 2.3560)
H (0.1150, 0.7765, 0.6979)
H (-0.7408, -0.5769, 3.1136)
H (0.0305, -1.7537, 2.0858)
H (-1.5137, -0.5185, 0.2220)
H (-1.9879, -1.9661, 1.0712)
H (-3.2928, 0.6300, 1.1001)
H (-2.7336, 0.3180, 2.7192)
H (-3.7732, -1.9533, 2.6139)
H (-4.8854, -0.6165, 2.7053)
H (-5.8350, -2.0522, 1.0837)
H (-4.2945, -2.5820, 0.4801)
H (-5.1551, -1.4290, -1.2826)
H (-4.0440, -0.2480, -0.6437)
H (-6.9130, 2.5287, -3.0207)
H (-8.4550, -0.5698, -2.3050)
H (-5.3111, -0.5175, -3.4277)
H (-8.0005, -0.7865, 0.2274)
H (-6.9869, -0.2761, 1.5848)
H (-8.5564, 1.4248, -0.3202)
H (-8.4808, 3.6031, 2.5853)
H (-10.8531, 2.9162, 1.7856)
C (7.0331, -0.1170, 1.9837)
Cl (6.3013, -1.5963, 2.6286)
Cl (6.6714, 0.0013, 0.2596)
Cl (6.3472, 1.2831, 2.8118)
Cl (8.7768, -0.1649, 2.2369)
C (6.8224, 1.1701, -3.6478)
Cl (6.7587, 0.9922, -5.4013)
Cl (6.2076, -0.3034, -2.8879)
Cl (8.4920, 1.4396, -3.1400)
Cl (5.8242, 2.5378, -3.1490)
C (10.5990, -2.1029, 5.6011)
Cl (11.6670, -2.4713, 4.2416)
Cl (10.9750, -0.4944, 6.2266)
Cl (8.9230, -2.1356, 5.0458)
Cl (10.8260, -3.3069, 6.8682)
C (8.4073, 1.6999, -9.5226)
Cl (9.8956, 1.7560, -10.4700)
Cl (8.7596, 2.0912, -7.8382)
Cl (7.2494, 2.8643, -10.1691)
Cl (7.7194, 0.0724, -9.6115)
C (3.5991, -1.2858, -6.6315)
Cl (4.6697, -0.8030, -7.9523)
Cl (2.7167, 0.1305, -6.0500)
Cl (2.4544, -2.4990, -7.2110)
Cl (4.5604, -1.9511, -5.3111)
C (-11.3488, -2.4504, -1.8506)
Cl (-10.8764, -0.8668, -1.1886)
Cl (-12.5673, -2.2167, -3.0996)
Cl (-9.9322, -3.2574, -2.5358)
Cl (-12.0085, -3.4363, -0.5492)
C (-3.1504, -2.7542, -5.3362)
Cl (-4.8113, -2.2927, -4.8960)
Cl (-3.1476, -3.3486, -6.9931)
Cl (-2.1035, -1.3451, -5.1976)
Cl (-2.5964, -4.0209, -4.2430)
C (5.7239, 4.7827, 4.9642)
Cl (7.3975, 4.2223, 5.0059)
Cl (4.8206, 3.8426, 3.7692)
Cl (4.9890, 4.5690, 6.5545)
Cl (5.6819, 6.4896, 4.5169)
C (9.0876, -7.3425, 5.8741)
Cl (10.7665, -7.8906, 5.8051)
Cl (8.1229, -8.2590, 4.7125)
Cl (8.4512, -7.6037, 7.5017)
Cl (9.0185, -5.6236, 5.4877)

Output
SMILES: CCCCCCCCCCCC[C@@]1(P(=N)(O)O)C[C@@H](P(=O)(O)O)OC1=O.ClC(Cl)(Cl)Cl.ClC(Cl)(Cl)Cl.ClC(Cl)(Cl)Cl.ClC(Cl)(Cl)Cl.ClC(Cl)(Cl)Cl.ClC(Cl)(Cl)Cl.ClC(Cl)(Cl)Cl.ClC(Cl)(Cl)Cl.ClC(Cl)(Cl)Cl
Kohn-Sham gap, eV: 9.23
HOMO energy, eV: -9.30

Atomic partial charges in e from the Mulliken method, atoms 1 to 99:
1. C -1.2649
2. C -0.3116
3. C -0.4310
4. C 0.0878
5. C -1.0366
6. C 0.0022
7. C -1.1024
8. C -0.9069
9. C -0.2679
10. C -1.1028
11. C -1.1415
12. C -1.1080
13. C 2.3172
14. P 0.6424
15. N -0.7641
16. O -0.4441
17. O -0.3632
18. C -1.8804
19. C 0.5244
20. P 0.7599
21. O -0.6760
22. O -0.5362
23. O -0.5312
24. O -0.3182
25. C -0.1636
26. O -0.5802
27. H 0.2949
28. H 0.3687
29. H 0.2602
30. H 0.3087
31. H 0.3083
32. H 0.2225
33. H 0.4986
34. H 0.4320
35. H -0.5181
36. H 0.3493
37. H 0.2860
38. H 0.1722
39. H 0.1089
40. H 0.4382
41. H 0.4834
42. H 0.4320
43. H 0.4439
44. H -0.0161
45. H 0.6250
46. H 0.5007
47. H 0.3127
48. H 0.4113
49. H 0.5188
50. H 0.5612
51. H 0.5828
52. H 0.2592
53. H 0.1980
54. H 0.0747
55. H 0.3244
56. H 0.5494
57. H 0.1983
58. H 0.3227
59. H 0.3410
60. C 0.1483
61. Cl -0.1164
62. Cl -0.0041
63. Cl 0.0227
64. Cl -0.0947
65. C 0.3366
66. Cl -0.0016
67. Cl -0.0753
68. Cl -0.1118
69. Cl -0.0934
70. C 0.3061
71. Cl -0.0970
72. Cl -0.1056
73. Cl -0.0175
74. Cl -0.0793
75. C 0.3451
76. Cl -0.1005
77. Cl -0.0811
78. Cl -0.0975
79. Cl -0.0841
80. C 0.3026
81. Cl -0.0516
82. Cl -0.0975
83. Cl -0.1063
84. Cl -0.0676
85. C 0.3118
86. Cl -0.0661
87. Cl -0.0881
88. Cl -0.0805
89. Cl -0.0897
90. C 0.3584
91. Cl -0.0700
92. Cl -0.0958
93. Cl -0.0830
94. Cl -0.0918
95. C 0.2922
96. Cl -0.0955
97. Cl -0.0303
98. Cl -0.0980
99. Cl -0.1052